[1]
{"formula": "C3H3NO2S", "method": "the ωB97M-V functional and the def2-TZVPD basis", "homo_lumo_gap_ev": 7.77, "e_above_lowest_kcal_mol": 81.4, "fmax_ev_per_a": 5.9, "smiles": "O=CN(C=O)C=S", "species": ["O", "C", "N", "C", "O", "C", "S", "H", "H", "H"], "positions_angstrom": [[-2.5477, -0.0496, -0.3551], [-1.4142, -0.4692, -0.0238], [-0.0618, 0.0920, 0.1695], [0.2903, 1.3732, 0.0829], [1.3892, 1.8398, -0.1700], [0.9208, -0.9102, -0.0063], [2.5063, -0.5000, -0.1900], [-1.1025, -1.6149, 0.3731], [-0.4671, 2.1048, 0.0726], [0.4866, -1.8660, 0.0472]]}

---

[2]
{"formula": "ClH4N2OP", "method": "the ωB97M-V functional and the def2-TZVPD basis", "homo_lumo_gap_ev": 9.59, "e_above_lowest_kcal_mol": 110.3, "fmax_ev_per_a": 4.5, "species": ["N", "N", "O", "P", "Cl", "H", "H", "H", "H"], "positions_angstrom": [[1.3230, -1.1931, -0.9620], [-1.5966, 1.2864, 0.3388], [0.7114, 0.7203, 0.5756], [0.8119, -0.7865, 0.6972], [-1.6796, -0.3108, 0.5832], [0.8451, -0.7685, -1.7315], [1.4338, -2.1767, -1.2170], [-1.4717, 1.9525, 1.1721], [-0.3772, 1.2765, 0.5436]]}

---

Repeat the second record exactly.
{"formula": "ClH4N2OP", "method": "the ωB97M-V functional and the def2-TZVPD basis", "homo_lumo_gap_ev": 9.59, "e_above_lowest_kcal_mol": 110.3, "fmax_ev_per_a": 4.5, "species": ["N", "N", "O", "P", "Cl", "H", "H", "H", "H"], "positions_angstrom": [[1.3230, -1.1931, -0.9620], [-1.5966, 1.2864, 0.3388], [0.7114, 0.7203, 0.5756], [0.8119, -0.7865, 0.6972], [-1.6796, -0.3108, 0.5832], [0.8451, -0.7685, -1.7315], [1.4338, -2.1767, -1.2170], [-1.4717, 1.9525, 1.1721], [-0.3772, 1.2765, 0.5436]]}